1.
Here is 17 unconnected molecules or ions with the total composition C35H110N20O17 at a distorted geometry from OMol25. Energies are from wB97M-V/def2-TZVPD.

Summary:
HOMO-LUMO gap (eV): 8.6774
Net charge: 0
HOMO level (eV): -8.39

The geometry in XYZ format:
```
182
C35H110N20O17 | OMol25 | wB97M-V/def2-TZVPD
C 6.85890 1.50471 3.32601
O 5.60439 1.34805 2.65509
H 6.61816 1.35736 4.37884
H 7.63647 0.74942 3.21190
H 7.26887 2.49460 3.12569
H 5.00288 2.07890 2.81523
C 3.95870 3.09564 -2.02125
O 2.60811 2.69131 -1.88739
H 4.08679 3.63450 -2.96004
H 4.35036 3.74406 -1.23750
H 4.61957 2.23528 -2.12665
H 2.33900 2.33104 -1.03923
C -2.69161 -0.37082 -2.06107
O -2.58049 0.54533 -0.94255
H -3.60051 -0.18506 -2.63334
H -1.91120 -0.18339 -2.79858
H -2.63716 -1.40593 -1.72388
H -3.44813 0.70781 -0.56518
C -0.20528 -2.25985 -4.21703
O 0.02108 -2.71267 -2.91979
H -1.20603 -2.51025 -4.56904
H 0.00914 -1.19840 -4.34133
H 0.36013 -2.86815 -4.92299
H 0.97946 -2.68735 -2.87033
C 0.82118 0.70594 -0.14920
O 1.93115 1.05540 0.22951
N 0.34770 -0.51387 -0.36538
N -0.10032 1.63626 -0.26982
H 0.84160 -1.38703 -0.24809
H -0.54143 -0.54804 -0.84327
H -1.05365 1.30272 -0.27398
H -0.00430 2.63207 -0.13106
C -3.43431 -4.42383 -1.71944
O -4.34389 -4.97030 -1.23814
N -2.41042 -3.93189 -1.09648
N -3.26361 -4.30706 -2.96796
H -2.54466 -3.85558 -0.09836
H -1.60276 -3.63341 -1.62440
H -2.38658 -4.08512 -3.41705
H -4.03978 -4.60014 -3.54395
C -5.03139 1.34874 1.32946
O -5.20938 0.53544 0.44472
N -3.85418 1.60954 1.83509
N -5.94826 2.06630 1.90696
H -3.80078 2.22536 2.63385
H -3.11262 0.97621 1.57224
H -5.64785 2.55471 2.73842
H -6.92326 1.81856 1.81703
C -2.99727 -1.73786 2.48833
O -2.26054 -0.78000 2.46349
N -3.26451 -2.36271 3.57540
N -3.60305 -2.13707 1.43741
H -4.05813 -2.98546 3.52577
H -2.84263 -1.99331 4.41544
H -3.42670 -1.64346 0.57407
H -4.42563 -2.64981 1.72125
C 1.32255 -2.20071 3.68923
O 0.57735 -2.70879 4.52446
N 0.98097 -1.50197 2.66509
N 2.58479 -2.51693 3.62038
H 1.81149 -1.20918 2.17052
H 0.00194 -1.35920 2.46208
H 3.07946 -1.91779 2.97505
H 2.94284 -3.33182 4.09772
C 3.69423 -1.65840 -3.13999
O 2.66881 -2.27252 -3.07755
N 3.87539 -0.39890 -2.74497
N 4.59436 -2.13627 -3.86781
H 3.04801 0.08857 -2.43206
H 4.72979 0.07266 -3.00522
H 4.38866 -2.98708 -4.37168
H 5.46878 -1.64081 -3.96786
C 3.25991 3.94938 2.72194
O 3.81594 3.09618 3.43315
N 2.46353 3.55178 1.83711
N 3.35442 5.18052 2.88325
H 2.05221 4.25566 1.24090
H 2.41520 2.56664 1.61972
H 2.76688 5.79432 2.33722
H 4.01217 5.62784 3.50564
C 5.89921 -1.83866 1.25139
C 4.48464 -1.49340 0.73340
C 3.70640 -2.76510 0.42290
O 4.24589 -3.56399 -0.58302
C 3.49266 -4.61691 -1.00881
N 3.74392 -0.70056 1.68424
H 6.52337 -0.94611 1.29462
H 6.48008 -2.29853 0.45187
H 6.02731 -2.59018 2.03043
H 4.73056 -0.77893 -0.05219
H 2.73358 -2.58970 -0.03642
H 3.53528 -3.35647 1.32240
H 3.56670 -5.40930 -0.26400
H 3.91573 -5.04659 -1.91683
H 2.42357 -4.59999 -1.22061
H 3.10869 -0.13711 1.13734
H 4.35743 0.01269 2.05164
C -3.36654 -3.08900 -6.48618
C -4.17704 -2.00986 -5.70975
C -3.81825 -0.58864 -5.94926
O -2.48960 -0.21446 -5.32468
C -2.06775 1.11444 -5.65548
N -5.54412 -2.28782 -6.08417
H -3.80170 -3.16544 -7.48262
H -3.60787 -4.08203 -6.10702
H -2.28243 -2.99178 -6.54402
H -4.10752 -2.14487 -4.63038
H -4.54574 0.15020 -5.61317
H -3.70770 -0.54314 -7.03268
H -1.04466 1.25578 -5.30706
H -2.68621 1.88282 -5.19160
H -1.94753 1.27400 -6.72702
H -6.08862 -1.64108 -5.53159
H -5.69109 -3.23274 -5.75920
C -0.17290 -5.03084 1.78123
C -1.08033 -6.27690 1.65198
C -0.40421 -7.69971 1.96495
O -0.84934 -8.79258 1.05278
C 0.15918 -9.84894 0.88309
N -2.22050 -6.12536 2.56138
H 0.61947 -5.39513 2.43509
H -0.62442 -4.13420 2.20583
H 0.22675 -4.79002 0.79614
H -1.45876 -6.34013 0.63173
H -0.59740 -7.94402 3.00950
H 0.67077 -7.54394 1.87419
H 1.01159 -9.46823 0.32046
H -0.23576 -10.73535 0.38671
H 0.41901 -10.27013 1.85427
H -1.97354 -5.99494 3.53199
H -2.79895 -6.95177 2.51093
C -4.38850 3.29235 -2.84222
C -2.99551 3.69468 -2.41213
C -2.30165 4.50416 -3.64907
O -0.82909 4.65469 -3.41531
C -0.03882 3.58203 -3.91923
N -3.16595 4.49179 -1.18115
H -4.28909 2.71434 -3.76099
H -4.91710 4.17981 -3.19018
H -4.96844 2.80489 -2.05854
H -2.38811 2.79557 -2.30836
H -2.74970 5.48939 -3.77812
H -2.45641 3.99921 -4.60258
H -0.10700 2.85996 -3.10556
H 0.99897 3.91159 -3.96908
H -0.23273 3.22442 -4.93048
H -3.43509 3.76056 -0.53852
H -2.26727 4.87608 -0.92663
C -0.43326 5.62253 1.74382
C -0.15850 6.08793 0.28149
C 1.05020 6.92812 0.09068
O 2.21541 6.08934 0.17519
C 3.48454 6.75958 0.10672
N -0.07468 4.88689 -0.45067
H -0.49484 6.36844 2.53624
H 0.31156 4.87290 2.01100
H -1.41769 5.15819 1.80217
H -1.04419 6.64325 -0.02720
H 0.97217 7.76415 0.78571
H 1.02015 7.40304 -0.88996
H 4.21442 5.97945 0.32294
H 3.69699 7.60813 0.75706
H 3.70050 7.11197 -0.90188
H -0.23940 5.08575 -1.42710
H 0.92335 4.73476 -0.42074
C -0.05587 2.19454 3.71982
C -0.43540 1.30907 4.89366
C -0.10869 2.04596 6.18469
O -0.64178 1.51231 7.34075
C 0.01823 1.89417 8.52120
N -1.86743 0.91742 4.85270
H -0.57388 3.14121 3.87337
H -0.32079 1.71338 2.77833
H 0.94353 2.53434 3.44809
H 0.12629 0.37508 4.87692
H -0.48765 3.06671 6.13409
H 0.97173 2.18922 6.16842
H 1.03373 1.50091 8.56829
H -0.52706 1.95340 9.46314
H 0.16983 2.97350 8.50859
H -1.88311 0.44579 3.95972
H -2.00923 0.26713 5.61238
```

Results of the Mulliken charge analysis, in e, for atoms 1 through 4:
1. C -0.883
2. O -0.451
3. H 0.317
4. H 0.304

2.
Here is a molecular structure, C13H13Br12N2PS2 at a distorted geometry from OMol25. Energies are from wB97M-V/def2-TZVPD.

Summary:
HOMO-LUMO gap (eV): 7.8953
Net charge: 0
HOMO level (eV): -8.55

The geometry in XYZ format:
```
43
C13H13Br12N2PS2 | OMol25 | wB97M-V/def2-TZVPD
C 1.21290 0.63716 2.23660
C 1.48893 1.77500 1.53844
C 0.39795 2.61628 0.87466
C -0.74437 1.72149 0.42804
C -1.95151 1.87962 1.03256
C -3.02258 1.03598 0.63368
N -4.27633 1.05343 1.09893
S -5.05339 -0.12638 0.33888
N -3.90624 -0.68011 -0.62136
C -2.80787 0.04144 -0.36066
C -1.54328 -0.09536 -0.98300
C -0.53006 0.73298 -0.60816
P 1.05656 0.50656 -1.47278
S 0.85134 0.07605 -3.35033
H 0.56543 0.60999 3.10879
H 1.64389 -0.30492 1.90132
H 2.53046 2.07722 1.43948
H 0.84101 3.08673 -0.00226
H -0.00277 3.39451 1.53051
H -2.10261 2.63273 1.79292
H -1.41598 -0.86198 -1.73691
H 1.78659 -0.45230 -0.74863
H 1.75038 1.70001 -1.23371
C -4.59318 -3.28824 3.14833
Br -6.02783 -2.57756 2.08340
Br -3.43666 -1.88443 3.77877
Br -5.23711 -4.39024 4.58240
H -4.00210 -3.91980 2.50039
C -4.87804 -8.62372 3.77231
Br -6.07728 -7.86949 2.47069
Br -3.24565 -7.61521 3.89612
Br -5.72165 -8.81247 5.49051
H -4.61766 -9.61476 3.43138
C 4.45854 2.30440 -4.36957
Br 4.73449 1.39031 -6.03670
Br 2.73903 3.15948 -4.30601
Br 4.73638 1.13748 -2.86162
H 5.20429 3.08475 -4.30520
C 7.92618 4.98257 -4.01555
Br 8.19844 4.06825 -5.68461
Br 6.20126 5.83471 -3.94614
Br 8.20047 3.81430 -2.51317
H 8.66965 5.76358 -3.95271
```

Results of the Mulliken charge analysis, in e, for atoms 1 through 4:
1. C -0.582
2. C -0.283
3. C -1.424
4. C 0.749

Summary of LUMO in eV
0.3, -0.7
(order as listed above)